(1)
{
  "formula": "C3H2N2O4",
  "method": "wB97M-V/def2-TZVPD",
  "symbols": ["C", "C", "C", "N", "N", "O", "O", "O", "O", "H", "H"],
  "xyz": [[-1.21382, 0.57317, -0.04003], [0.20930, 0.84935, -0.08275], [-1.26826, -0.91322, -0.06720], [0.05102, -1.29013, 0.13283], [0.97548, -0.29652, -0.22957], [-2.14266, 1.45073, -0.13268], [0.91122, 2.02311, 0.09133], [-2.16313, -1.80596, -0.02550], [2.34214, -0.26757, 0.03414], [0.47106, -2.19235, 0.03120], [1.82766, 1.86939, 0.28823]],
  "forces_ev_per_angstrom": [[2.10, -0.04, -0.63], [-0.05, -1.16, 0.11], [0.57, 0.75, 1.38], [2.26, -0.55, 0.03], [-0.56, 1.89, -0.42], [-1.11, 0.40, 0.16], [-1.96, 0.85, -0.58], [-0.36, 0.34, -0.46], [-1.02, -0.61, 0.76], [-0.58, -0.59, -0.38], [0.70, -1.29, 0.04]],
  "energy_ha": -525.8239,
  "orbital_gap_ha": 0.1500,
  "charge": -2,
  "multiplicity": 1,
  "max_force_ev_per_a": 2.33,
  "smiles": "O=c1[nH]n([O-])c(O)c1[O-]",
  "e_lumo_ha": 0.2524,
  "e_homo_ha": 0.1024,
  "de_lowest_ev": 0.775
}


(2)
{
  "formula": "C2H7OS2",
  "method": "wB97M-V/def2-TZVPD",
  "symbols": ["C", "O", "H", "H", "H", "C", "S", "S", "H", "H", "H", "H"],
  "xyz": [[1.55342, 0.39723, 2.87493], [1.90442, 0.34682, 4.06312], [2.02692, -0.28713, 2.12167], [-4.46966, 2.18690, -2.65248], [0.68248, 1.08330, 2.50083], [0.50548, -1.48552, -1.29996], [1.22308, 0.01546, -0.50495], [-0.39208, 0.77417, 0.44502], [0.54664, -2.24892, -0.41240], [-0.48846, -1.46127, -1.67918], [1.07628, -1.82231, -2.21137], [-4.16851, 2.50126, -3.24524]],
  "forces_ev_per_angstrom": [[-0.49, 0.49, 1.78], [-0.48, 0.08, -2.01], [-0.39, 0.53, 0.31], [-0.08, -0.10, 0.18], [1.72, -1.11, 0.52], [1.71, -1.79, 1.37], [-0.05, -0.32, -1.35], [-0.92, 0.28, 0.02], [-0.21, 0.82, -2.04], [-1.05, 0.82, 0.22], [0.15, 0.19, 1.17], [0.08, 0.10, -0.18]],
  "energy_ha": -951.9808,
  "orbital_gap_ha": 0.2218,
  "charge": -1,
  "multiplicity": 1,
  "max_force_ev_per_a": 2.83,
  "e_lumo_ha": 0.1352,
  "e_homo_ha": -0.0867,
  "de_lowest_ev": 2.177
}


(3)
{
  "formula": "C4H7NO2",
  "method": "wB97M-V/def2-TZVPD",
  "symbols": ["O", "C", "C", "C", "N", "C", "O", "H", "H", "H", "H", "H", "H", "H"],
  "xyz": [[2.18408, -0.32648, 0.03309], [1.20373, 0.41644, -0.64095], [-0.17386, 0.20686, -0.02820], [-0.50854, -1.07051, 0.65173], [-0.13279, 0.11533, 1.41677], [-1.35109, 0.59508, -0.86019], [-2.30386, 1.26355, -0.54568], [2.04183, -0.14979, 0.97763], [1.43446, 1.49525, -0.61877], [1.20785, 0.09554, -1.68756], [0.19108, -1.89385, 0.57597], [-1.56455, -1.33868, 0.66942], [-0.92774, 0.53105, 1.89206], [-1.30059, 0.06020, -1.83533]],
  "forces_ev_per_angstrom": [[0.05, 0.04, 0.23], [-0.20, 0.07, -0.27], [0.04, -0.06, -0.19], [-0.06, -0.40, -0.01], [-0.18, 0.20, 0.10], [-0.23, 0.23, 0.12], [0.42, -0.23, 0.06], [0.07, -0.07, -0.13], [-0.08, -0.20, 0.01], [0.01, 0.02, 0.09], [0.07, 0.08, 0.32], [0.20, -0.05, -0.04], [-0.03, 0.02, -0.19], [-0.08, 0.36, -0.09]],
  "energy_ha": -361.7895,
  "orbital_gap_ha": 0.4035,
  "multiplicity": 1,
  "max_force_ev_per_a": 0.48,
  "smiles": "O=C[C@]1(CO)CN1",
  "e_lumo_ha": 0.0326,
  "e_homo_ha": -0.3709,
  "de_lowest_ev": 2.485
}


(4)
{
  "formula": "C35H19CoF4N7O2S4",
  "method": "wB97M-V/def2-TZVPD",
  "symbols": ["Co", "C", "O", "C", "N", "C", "C", "C", "C", "C", "C", "C", "C", "C", "C", "C", "C", "N", "C", "N", "C", "C", "O", "C", "C", "C", "C", "C", "C", "H", "H", "H", "H", "H", "H", "H", "H", "H", "H", "H", "H", "H", "H", "H", "H", "H", "H", "H", "S", "S", "S", "S", "F", "C", "C", "F", "C", "C", "C", "F", "C", "C", "C", "N", "C", "N", "F", "C", "C", "N", "C", "N"],
  "xyz": [[0.34215, -0.72065, -0.97554], [0.24045, -5.45858, -0.47067], [-0.69551, -4.64388, -1.22362], [-0.47181, -3.34317, -1.30958], [-0.00284, -2.58663, -0.38166], [0.73764, -4.91766, 0.87993], [2.23629, -5.04138, 1.01903], [3.08817, -4.43877, 0.09635], [4.45816, -4.48342, 0.27719], [4.99439, -5.13307, 1.38246], [4.15351, -5.74199, 2.29909], [2.77650, -5.69360, 2.11819], [-0.85141, -2.65756, -2.56070], [-1.41396, -3.19464, -3.70648], [-1.70488, -2.32863, -4.75436], [-1.41146, -0.97063, -4.65346], [-0.83419, -0.52271, -3.48016], [-0.59358, -1.35253, -2.46265], [-0.39033, 0.84379, -3.13205], [0.21127, 0.93483, -1.99607], [0.51357, 3.32198, -2.40501], [-0.38844, 3.17830, -3.61231], [-0.61435, 1.79942, -4.00764], [0.84406, 3.88822, 0.09857], [1.16977, 3.17249, 1.24656], [1.85659, 3.79244, 2.27434], [2.22365, 5.12886, 2.15869], [1.90902, 5.83862, 1.01181], [1.21197, 5.21986, -0.01877], [1.09112, -5.63349, -1.12875], [-0.28955, -6.39653, -0.32998], [0.25083, -5.46130, 1.69015], [2.68299, -3.90620, -0.75735], [5.11004, -3.99828, -0.43675], [6.06583, -5.16284, 1.52637], [4.56450, -6.25405, 3.15820], [2.12164, -6.16363, 2.84201], [-1.61169, -4.25437, -3.77275], [-2.15486, -2.71276, -5.65877], [-1.62319, -0.28279, -5.45879], [1.39901, 3.92119, -2.58056], [0.08763, 3.63993, -4.47362], [-1.37067, 3.62262, -3.48490], [0.91025, 2.12204, 1.31953], [2.10755, 3.23652, 3.16788], [2.75992, 5.61243, 2.96351], [2.20270, 6.87445, 0.91546], [0.95279, 5.77923, -0.90939], [2.51547, -0.58260, -0.38044], [2.72697, -0.26290, 1.51429], [3.18081, -1.75422, 2.56952], [0.20256, -3.19697, 1.18272], [-3.22004, 4.93883, 0.86723], [-3.06567, 3.66982, 1.21368], [-3.72194, 3.22410, 2.30023], [-4.50645, 4.05889, 2.96193], [-3.57885, 1.87353, 2.81537], [-2.61809, 1.07199, 2.08011], [-1.92318, 1.54842, 1.03739], [-1.16617, 0.68493, 0.34935], [-2.08839, 2.87147, 0.48227], [-1.43824, 3.34400, -0.62794], [0.03689, 3.22187, -0.98108], [0.79823, 2.13244, -1.62103], [-2.07479, 4.39597, -1.36755], [-2.62650, 5.15723, -2.03131], [-2.45518, -0.19916, 2.42406], [-4.28904, 1.39415, 3.87414], [-5.27087, 2.15631, 4.58728], [-6.07075, 2.69921, 5.20645], [-4.13768, 0.06509, 4.38994], [-4.06032, -0.98389, 4.85042]],
  "forces_ev_per_angstrom": [[0.04, -0.09, 0.08], [0.02, -0.12, -0.02], [-0.09, 0.14, 0.10], [0.02, -0.04, 0.00], [0.02, 0.00, -0.07], [-0.02, 0.03, -0.09], [0.02, 0.06, 0.09], [-0.01, -0.04, -0.02], [0.01, 0.01, -0.01], [0.00, -0.02, 0.00], [0.00, 0.02, 0.00], [0.01, 0.01, 0.00], [-0.03, 0.06, 0.04], [0.02, 0.03, 0.00], [0.02, 0.01, 0.02], [-0.02, -0.01, 0.05], [-0.05, -0.02, 0.04], [0.25, -0.08, -0.13], [0.07, -0.03, -0.06], [-0.41, 0.15, 0.07], [-0.03, 0.00, -0.05], [-0.01, 0.02, 0.00], [0.08, -0.05, 0.02], [-0.02, 0.14, -0.02], [0.02, -0.02, -0.06], [-0.01, 0.00, 0.02], [0.02, 0.02, 0.00], [0.00, -0.02, 0.00], [-0.03, 0.00, 0.03], [-0.02, 0.03, 0.02], [0.02, 0.02, 0.00], [0.02, -0.06, -0.04], [-0.01, 0.03, 0.01], [0.01, -0.01, -0.02], [0.01, -0.01, 0.00], [0.01, -0.01, 0.02], [-0.02, -0.01, 0.02], [-0.02, -0.01, 0.01], [0.00, -0.01, -0.01], [0.01, 0.01, -0.01], [-0.02, 0.03, 0.01], [-0.01, -0.01, 0.03], [0.02, -0.02, 0.01], [-0.03, 0.00, 0.00], [0.03, -0.01, 0.00], [0.01, 0.01, 0.01], [0.00, 0.03, 0.01], [-0.01, 0.01, -0.02], [0.23, -0.29, -0.60], [-0.58, 0.25, 0.22], [0.26, -0.21, 0.15], [-0.01, 0.00, -0.01], [-0.02, -0.05, 0.02], [-0.20, -0.07, -0.06], [0.04, 0.03, -0.08], [0.03, -0.01, -0.04], [-0.04, -0.01, 0.06], [0.12, -0.04, 0.02], [0.12, -0.05, 0.03], [0.09, 0.23, 0.26], [-0.20, -0.05, -0.14], [0.01, 0.17, 0.06], [0.03, -0.39, -0.10], [0.12, -0.03, 0.09], [-0.11, 0.17, 0.29], [0.14, 0.02, -0.07], [-0.01, 0.06, -0.07], [0.10, 0.08, -0.14], [-0.01, 0.05, 0.01], [-0.02, 0.01, 0.01], [0.04, -0.07, 0.01], [0.00, 0.00, 0.00]],
  "energy_ha": -5253.4732,
  "orbital_gap_ha": [0.1866, 0.1863],
  "charge": 1,
  "multiplicity": 1,
  "max_force_ev_per_a": 0.71,
  "e_lumo_ha": [-0.1929, -0.1930],
  "e_homo_ha": [-0.3795, -0.3792]
}